# 1
Computed, not measured: C3H7NOS in the gas phase, with ωB97M-V/def2-TZVPD.

XYZ file:
```
13
Properties=species:S:1:pos:R:3
N 0.36713 1.74109 -1.92875
S 0.78888 1.35646 -0.17431
C -0.16067 -0.17408 0.15066
O -1.50475 0.11936 -0.25161
C 0.35506 -1.59497 0.26443
C 0.04934 -0.83182 1.48145
H -0.44226 2.38127 -1.95745
H 1.12241 2.24397 -2.27008
H -2.02189 0.60970 0.35386
H 1.45432 -1.76349 0.06175
H -0.26832 -2.38539 0.09142
H -0.72060 -1.19768 2.10620
H 0.98134 -0.50441 2.07243
```

Summary:
SMILES = NSC1(O)CC1
max |F| = 0.073 hartree/bohr
frontier orbital gap = 0.3461 Ha
energy relative to the best compared isomer or geometry (same formula, charge and spin) = 2.908 eV
LUMO level = 0.759 eV

Atomic partial charges in e from the Löwdin method, atoms 1 to 6: atom 1 (N): -0.264, atom 2 (S): 0.854, atom 3 (C): -0.740, atom 4 (O): -0.067, atom 5 (C): -0.102, atom 6 (C): -0.159

***

# 2
Computed, not measured: a molecular structure, C3H7NOS, with ωB97M-V/def2-TZVPD.

XYZ file:
```
13
Properties=species:S:1:pos:R:3
C 1.89477 0.81601 -0.34686
C 0.88554 -0.98473 0.49777
C -2.86635 0.18516 -0.20929
H 2.48327 1.11126 -1.62385
H 0.57776 0.96472 -0.33387
H 2.61151 1.18856 0.72240
H 0.54827 -0.44770 1.47327
H 0.97407 -2.04474 0.87474
H -3.40525 -0.42642 -0.79934
H -3.51580 1.04886 0.27350
N -1.59404 0.26289 0.26027
O 2.00185 -0.55424 -0.28449
S -0.59561 -1.11964 -0.50425
```

Summary:
max |F| = 0.177 hartree/bohr
frontier orbital gap = 0.3513 Ha
energy relative to the best compared isomer or geometry (same formula, charge and spin) = 6.374 eV
LUMO level = 0.493 eV

Atomic partial charges in e from the Löwdin method, atoms 1 to 6: atom 1 (C): -0.209, atom 2 (C): -0.598, atom 3 (C): -0.139, atom 4 (H): 0.176, atom 5 (H): 0.095, atom 6 (H): 0.154

***

# 3
Computed, not measured: C3H7NOS in the gas phase, with ωB97M-V/def2-TZVPD.

XYZ file:
```
13
Properties=species:S:1:pos:R:3
C 1.26325 1.25514 0.27610
S 1.78948 -0.39228 -0.11067
C 0.26588 -1.30025 -0.45966
C -0.81938 -1.03546 0.55677
N -1.67988 -0.12296 0.53698
O -1.67081 0.54580 -0.71231
H 0.58473 1.57759 -0.52357
H 0.78458 1.36094 1.24552
H 2.12594 1.92536 0.25906
H 0.57525 -2.33681 -0.43029
H -0.00475 -1.04965 -1.50798
H -0.85485 -1.63727 1.44323
H -2.35944 1.20985 -0.57319
```

Summary:
SMILES = CSC/C=N\O
max |F| = 0.025 hartree/bohr
frontier orbital gap = 0.3476 Ha
energy relative to the best compared isomer or geometry (same formula, charge and spin) = 2.523 eV
LUMO level = 0.865 eV

Atomic partial charges in e from the Löwdin method, atoms 1 to 6: atom 1 (C): -0.448, atom 2 (S): 0.800, atom 3 (C): -0.474, atom 4 (C): -0.235, atom 5 (N): 0.002, atom 6 (O): -0.089

***

frontier orbital gap of number 1 (C3H7NOS)?
0.3461 Ha

***

What did the second record say?
Computed, not measured: a molecular structure, C3H7NOS, with ωB97M-V/def2-TZVPD.

XYZ file:
```
13
Properties=species:S:1:pos:R:3
C 1.89477 0.81601 -0.34686
C 0.88554 -0.98473 0.49777
C -2.86635 0.18516 -0.20929
H 2.48327 1.11126 -1.62385
H 0.57776 0.96472 -0.33387
H 2.61151 1.18856 0.72240
H 0.54827 -0.44770 1.47327
H 0.97407 -2.04474 0.87474
H -3.40525 -0.42642 -0.79934
H -3.51580 1.04886 0.27350
N -1.59404 0.26289 0.26027
O 2.00185 -0.55424 -0.28449
S -0.59561 -1.11964 -0.50425
```

Summary:
max |F| = 0.177 hartree/bohr
frontier orbital gap = 0.3513 Ha
energy relative to the best compared isomer or geometry (same formula, charge and spin) = 6.374 eV
LUMO level = 0.493 eV

Atomic partial charges in e from the Löwdin method, atoms 1 to 6: atom 1 (C): -0.209, atom 2 (C): -0.598, atom 3 (C): -0.139, atom 4 (H): 0.176, atom 5 (H): 0.095, atom 6 (H): 0.154

***

What is the LUMO level in the third record?
0.865 eV

***

The lowest energy relative to the best compared isomer or geometry (same formula, charge and spin) belongs to which entry?
number 3